{"formula": "C30H27MoN2O3P2S2", "method": "ωB97M-V/def2-TZVPD", "elements": ["Mo", "S", "S", "P", "P", "O", "O", "O", "N", "N", "C", "C", "C", "C", "C", "C", "C", "C", "C", "C", "C", "C", "C", "C", "C", "C", "C", "C", "C", "C", "C", "C", "C", "C", "C", "C", "C", "C", "C", "C", "H", "H", "H", "H", "H", "H", "H", "H", "H", "H", "H", "H", "H", "H", "H", "H", "H", "H", "H", "H", "H", "H", "H", "H", "H", "H", "H"], "coordinates": [[-0.348060, -0.399105, -1.873636], [2.266036, -0.876186, -0.709513], [0.182963, 2.051808, -1.565958], [0.805196, -1.243617, 0.612672], [-0.291742, 1.551941, 0.347503], [-3.320387, 0.380450, -1.149668], [1.659950, -2.078805, -3.481761], [-2.396030, 0.816582, -3.175207], [0.713949, -1.087273, -3.509183], [-1.189546, 0.273912, -3.531226], [-1.062672, -4.255750, -1.364146], [-3.945503, 2.154843, 1.980019], [0.348997, -3.998835, 1.028212], [-2.173658, 3.590874, 0.380157], [0.529172, -1.332648, 3.347571], [2.759422, -0.833165, 2.543998], [-2.733581, 1.590422, 1.619876], [1.240602, -0.982331, -5.928970], [0.455459, -0.624011, -4.713970], [1.431967, -1.161587, 2.297624], [2.296145, -0.865685, 4.902141], [3.177567, 2.909269, 1.981584], [-3.390698, 4.144433, 0.742490], [0.120016, -2.883544, 0.235030], [0.969698, -1.191149, 4.651900], [-0.574345, -3.030174, -0.962970], [-0.134869, -5.238448, 0.630335], [0.622547, 2.230566, 2.853976], [2.243147, 2.453748, 1.063888], [-0.709293, 0.222601, -4.733092], [-1.853301, 2.309879, 0.817388], [0.967378, 2.122204, 1.506879], [-4.275330, 3.427486, 1.536309], [-0.516527, -0.181487, 0.200452], [3.188489, -0.689029, 3.854780], [-2.393925, 0.269256, -1.870817], [1.566746, 2.680574, 3.760571], [-0.840579, -5.364130, -0.555059], [-1.315039, 0.860255, -5.933310], [2.840153, 3.020160, 3.322206], [-3.656862, 5.133324, 0.393184], [-1.606901, -4.355093, -2.293301], [2.493390, 2.366992, 0.014753], [-5.232995, 3.857623, 1.797855], [3.572850, 3.383750, 4.031254], [-2.478664, 0.585597, 1.934223], [3.446482, -0.695155, 1.719591], [0.276263, -1.334024, 5.470414], [-0.797484, -2.169467, -1.632730], [-4.641958, 1.591407, 2.586711], [2.014385, -0.225283, -6.081967], [-1.483357, 4.142277, -0.246180], [0.600085, -1.003618, -6.808110], [-1.225960, -6.329085, -0.855039], [1.726690, -1.942582, -5.797788], [-0.382814, 1.981194, 3.170698], [0.900156, -3.893465, 1.954468], [1.303154, 2.782396, 4.805200], [2.102328, -1.983132, -2.614396], [-1.870653, 0.125832, -6.520383], [-0.535295, 1.280132, -6.566857], [0.044035, -6.107375, 1.249228], [4.221585, -0.440481, 4.058551], [-2.000643, 1.649084, -5.633831], [4.167174, 3.187778, 1.643611], [2.629435, -0.750149, 5.925498], [-0.504954, -1.582760, 3.136287]], "forces_ev_per_angstrom": [[1.51, 1.82, 2.84], [-0.08, -0.01, -0.49], [-0.09, -0.48, -0.35], [-0.32, -0.02, 0.04], [-0.44, -0.28, 0.07], [-0.17, 0.09, -0.47], [0.23, 0.10, -0.24], [-0.21, 0.52, -1.23], [0.62, -0.25, -1.55], [-0.61, 0.54, -1.30], [0.00, 0.04, -0.18], [-0.04, -0.02, 0.03], [-0.03, 0.08, -0.05], [-0.01, -0.05, 0.09], [0.07, -0.05, -0.04], [-0.05, -0.08, 0.02], [0.04, 0.06, -0.01], [-0.12, 0.03, 0.15], [0.60, -0.63, 0.36], [-0.34, 0.00, -0.12], [0.01, 0.00, 0.05], [0.06, -0.01, -0.05], [0.00, 0.09, -0.05], [0.23, 0.13, 0.20], [-0.14, -0.03, 0.00], [0.05, 0.01, 0.27], [-0.02, -0.03, 0.00], [0.08, 0.02, -0.10], [-0.02, 0.01, 0.09], [-0.71, 0.38, 0.29], [0.16, -0.08, 0.10], [-0.19, -0.09, -0.19], [0.00, -0.04, -0.01], [0.71, 0.20, 0.00], [0.03, -0.01, 0.05], [-0.17, -0.46, 1.32], [-0.07, -0.05, 0.05], [0.00, -0.06, 0.04], [-0.05, -0.06, 0.07], [0.05, 0.02, 0.02], [0.01, 0.00, 0.01], [-0.01, 0.01, 0.01], [0.01, 0.00, 0.00], [0.01, 0.01, 0.02], [-0.01, 0.00, 0.00], [-0.03, -0.02, -0.05], [0.01, 0.04, -0.01], [0.03, 0.02, 0.01], [-0.55, -1.39, 0.15], [0.00, 0.02, 0.01], [0.00, -0.01, -0.05], [-0.03, 0.01, -0.03], [0.02, 0.01, -0.02], [0.01, 0.00, -0.01], [0.01, -0.02, -0.06], [0.02, 0.04, 0.09], [0.01, -0.03, -0.01], [0.02, -0.02, 0.00], [-0.11, -0.05, 0.22], [0.02, -0.01, -0.01], [0.00, 0.01, -0.01], [-0.02, 0.00, 0.00], [-0.01, 0.02, -0.01], [0.00, -0.01, 0.00], [0.00, -0.01, 0.02], [0.04, 0.00, -0.02], [-0.01, 0.03, 0.04]], "lumo_energy_ev": [-3.4, -5.0], "spin_multiplicity": 3, "charge": 1, "e_above_lowest_kj_mol": 224.7, "homo_ev": [-10.682, -10.540], "e_tot_ev": -82766.29690, "s2": 2.02}